1.
Computed, not measured: 4 unconnected molecules or ions with the total composition C5H14O3, with ωB97M-V/def2-TZVPD.

Structure (ORCA input):
```
! wB97M-V def2-TZVPD RIJCOSX def2/J DEFGRID3
* xyz 0 1
C 2.30221 -0.41014 -0.94809
C 1.00189 0.21806 -0.45315
C 0.74795 1.49287 -0.74769
C -0.33671 2.42860 -0.36708
C -0.09697 3.63344 0.12323
H 2.24117 -1.46841 -0.70344
H 3.16022 0.04909 -0.47110
H 2.27931 -0.24559 -2.01417
H 0.34465 -0.18952 0.31579
H 1.40727 1.92075 -1.50388
H -1.31689 1.99233 -0.53899
H -0.93946 4.30523 0.26556
H 0.86125 4.13237 0.16271
H -1.85644 -3.22959 0.31500
H -3.33623 -3.11222 0.01696
O -2.47382 -2.96972 -0.38098
H -1.29306 0.59445 2.90420
H -0.72052 -0.40627 3.89339
O -1.44819 0.21270 3.77829
H -0.40794 -3.70484 -1.52240
H -0.29325 -2.22871 -0.92622
O 0.17353 -3.01487 -1.19794
*
```

- Energy above the lowest of the compared OMol25 structures with the same formula, charge and spin: 1.439 eV
- Structure (SMILES): C=C/C=C/C.O.O.O
- Lowest unoccupied orbital energy: 0.39 eV

***

2.
Computed, not measured: C5H14N2O in the gas phase, with ωB97M-V/def2-TZVPD.

Structure (ORCA input):
```
! wB97M-V def2-TZVPD RIJCOSX def2/J DEFGRID3
* xyz 0 1
C -1.08746 -0.40126 -0.76252
N -1.22650 1.06254 -0.77155
C -0.16018 1.86745 -1.43079
N 0.69517 1.30083 -2.54026
C 0.24870 -0.91896 -0.07000
C 0.40941 -0.21067 1.25597
C 0.11870 -1.09222 2.45711
O 1.38654 -1.57427 3.05895
H -1.27741 -0.82845 -1.74095
H -1.95620 -0.75576 -0.15502
H -2.10510 1.38691 -1.14462
H -0.63802 2.67985 -2.03039
H 0.41112 2.30617 -0.62578
H 0.06703 0.69696 -3.06383
H 1.31342 0.58709 -2.17361
H 0.16175 -2.00975 -0.16380
H 1.07565 -0.73474 -0.75987
H -0.15693 0.71522 1.41131
H 1.45607 0.18775 1.38855
H -0.26661 -0.55609 3.30203
H -0.39607 -2.04612 2.29308
H 1.92692 -1.66245 2.26599
*
```

- Energy above the lowest of the compared OMol25 structures with the same formula, charge and spin: 2.921 eV
- Structure (SMILES): NCNCCCCO
- Lowest unoccupied orbital energy: 0.87 eV

***

3.
Computed, not measured: a molecular structure, C27H32NO5PPb, with ωB97M-V/def2-TZVPD.

Structure (ORCA input):
```
! wB97M-V def2-TZVPD RIJCOSX def2/J DEFGRID3
* xyz 2 1
Pb -0.46285 1.36846 -0.47776
C -3.28758 0.27914 -2.31754
C -4.01006 1.54737 -1.90066
O -3.03365 2.48622 -1.47189
C -3.50467 3.50478 -0.59399
C -3.49428 3.05461 0.85157
O -2.14221 2.81487 1.26104
C -2.02998 2.17629 2.52913
C -2.41148 0.70542 2.48638
O -1.68327 0.04250 1.44509
C -2.30949 -1.14773 0.96219
C -3.19778 -0.91793 -0.24295
O -2.46304 -0.26568 -1.27595
H -2.60513 0.50021 -3.13907
H -4.01112 -0.46990 -2.64652
H -4.72845 1.34313 -1.10188
H -4.55732 1.94241 -2.76078
H -4.51237 3.81924 -0.87375
H -2.83166 4.35349 -0.71932
H -4.08960 2.14267 0.96308
H -3.93325 3.83142 1.48341
H -2.65150 2.68199 3.27252
H -0.98438 2.27571 2.82492
H -3.48564 0.58028 2.33204
H -2.14191 0.25426 3.44464
H -2.91472 -1.60664 1.74627
H -1.50574 -1.82993 0.70237
H -4.08053 -0.32937 0.02104
H -3.52915 -1.89773 -0.60041
O 1.44255 3.97042 -1.07632
N 1.71991 2.63993 -0.76998
C 2.95445 2.40278 -0.98664
C 3.71399 1.17007 -0.84743
C 5.07798 1.32032 -1.13105
C 5.96658 0.26638 -1.03036
C 5.50648 -0.97782 -0.63250
C 4.15981 -1.15185 -0.35233
C 3.25467 -0.10262 -0.45824
P 1.51082 -0.55126 -0.12146
C 1.56145 -1.19030 1.57976
C 2.12047 -0.33412 2.53311
C 2.09713 -0.67462 3.87440
C 1.48924 -1.85337 4.28622
C 0.90802 -2.69280 3.34751
C 0.94415 -2.36621 1.99951
C 1.16401 -1.83636 -1.36241
C 1.24818 -3.21595 -1.19755
C 0.83629 -4.05805 -2.22152
C 0.37081 -3.54141 -3.42113
C 0.33804 -2.16599 -3.61393
C 0.71910 -1.32395 -2.58645
H 0.62503 4.21175 -0.62314
H 3.54145 3.25895 -1.31944
H 5.45475 2.28996 -1.43247
H 7.01357 0.41339 -1.25569
H 6.19276 -1.80875 -0.54128
H 3.80667 -2.13003 -0.04724
H 2.58785 0.59160 2.21286
H 2.55761 -0.02322 4.60550
H 1.47788 -2.12938 5.33184
H 0.42999 -3.61137 3.66186
H 0.50263 -3.04539 1.28659
H 1.65194 -3.64858 -0.29325
H 0.88644 -5.13049 -2.08604
H 0.04614 -4.20443 -4.21140
H 0.01433 -1.76164 -4.56436
H 0.69966 -0.24515 -2.73876
*
```

- Lowest unoccupied orbital energy: -6.68 eV

***

4.
Computed, not measured: a molecular structure, C28H22N3OPRh, with ωB97M-V/def2-TZVPD.

Structure (ORCA input):
```
! wB97M-V def2-TZVPD RIJCOSX def2/J DEFGRID3
* xyz 1 1
Rh 0.66652 0.43680 -0.32438
C 1.24529 3.53036 -0.93087
C 1.80322 3.26290 0.32199
C 1.08414 2.56492 1.28540
C -0.21229 2.08518 0.99790
C -0.72617 2.29670 -0.29010
C -0.01777 3.06548 -1.23452
P -1.10163 1.23484 2.38262
C -2.70300 2.08444 2.54507
C -3.31104 2.98497 1.67229
C -4.55120 3.52864 1.96876
C -5.21132 3.16718 3.13592
C -4.61600 2.28021 4.01855
C -3.36256 1.75740 3.73317
C -1.51001 -0.27890 1.42429
C -2.55445 -1.12893 1.79223
C -2.68584 -2.38720 1.22825
C -1.75348 -2.84917 0.31014
C -0.71035 -2.02508 -0.09501
C -0.62542 -0.75090 0.45401
H 1.79995 4.10932 -1.65764
H 2.79773 3.62209 0.55471
H 1.50394 2.39210 2.26810
H -1.71278 1.92304 -0.53586
H -0.46036 3.26442 -2.20230
H -2.82195 3.29302 0.75883
H -5.00745 4.23360 1.28628
H -6.18249 3.58773 3.36157
H -5.11534 2.00741 4.93896
H -2.88633 1.09440 4.44813
H -3.26890 -0.79677 2.53723
H -3.51383 -3.01928 1.52026
H -1.84561 -3.84138 -0.11264
H 0.00819 -2.36953 -0.82544
C 3.31820 -0.11726 -2.30096
C 3.00361 -1.14647 -1.26815
O 2.21749 -0.90581 -0.32500
C 3.67660 -2.44198 -1.27525
C 3.34840 -3.38514 -0.29455
C 3.96280 -4.62192 -0.29965
C 4.89957 -4.92257 -1.28288
C 5.22818 -3.99458 -2.26289
C 4.61972 -2.75281 -2.25990
H 2.78218 0.80874 -2.12101
H 3.06832 -0.47834 -3.29841
H 4.39128 0.08367 -2.27237
H 2.61402 -3.13569 0.45878
H 3.71464 -5.35430 0.45628
H 5.37705 -5.89409 -1.28598
H 5.95615 -4.24127 -3.02339
H 4.87972 -2.03257 -3.02412
N 0.20187 -0.07797 -2.11745
C -0.89917 -0.27432 -2.55989
N -2.01434 -0.56427 -2.98451
C -2.96497 0.21853 -3.49266
N -3.82273 0.87043 -3.90196
*
```

- Energy above the lowest of the compared OMol25 structures with the same formula, charge and spin: 1.277 eV
- Lowest unoccupied orbital energy: -5.06 eV

***

5.
Computed, not measured: 3 unconnected molecules or ions with the total composition C38H57F6N2O9S, with ωB97M-V/def2-TZVPD.

Structure (ORCA input):
```
! wB97M-V def2-TZVPD RIJCOSX def2/J DEFGRID3
* xyz 1 1
C 4.76007 -7.56001 -0.36966
O 3.72515 -6.52787 -0.04255
C 4.33558 -5.49323 0.81839
C 5.42619 -4.52669 0.00100
C 5.63861 -3.16942 0.92844
C 6.75692 -2.12336 0.33718
C 6.28902 -0.52427 0.45036
C 6.46944 0.19167 -1.02555
C 5.39736 -0.52681 -2.03539
C 4.34771 0.48895 -2.77847
C 2.80040 0.41722 -2.20828
C 2.06851 1.70016 -1.42273
C 3.02093 3.04696 -1.26502
O 2.51597 4.21719 -1.74424
O 4.36359 3.08099 -0.66673
C 4.42167 2.39279 0.63114
C 3.62970 3.13887 1.85617
C 4.38808 4.45144 2.48124
N 5.85250 4.20122 2.82950
C 0.48501 1.62887 -0.88699
C -0.12680 2.96580 -0.17346
O -0.93223 2.74458 1.02952
C -0.12773 2.64779 2.25426
F -1.09786 2.27402 3.35149
F 0.38663 3.99907 2.64580
F 0.90152 1.58325 2.25405
C -0.29783 0.22030 -1.18524
C -1.86412 0.01927 -0.76757
C -2.91789 0.07319 -2.06577
C -4.35764 -0.50192 -1.43655
C -4.51818 -2.14980 -1.45694
C -5.87744 -2.80192 -0.81063
C -7.07135 -1.88332 -0.16246
C -6.87869 -0.24717 -0.16371
C -5.52585 0.47736 -0.79713
N 0.37027 -0.96701 -1.90928
S -0.49966 -2.47612 -2.27766
C 1.82454 -0.92612 -2.41004
C 2.42687 -2.25794 -3.22255
O 1.85839 -2.29494 -4.60774
C 2.06506 -3.61370 -5.22589
F 0.88605 -4.51883 -5.15652
F 2.31115 -3.36084 -6.68773
F 3.24818 -4.35876 -4.73322
H 4.38654 -8.65935 -0.17359
H 5.03595 -7.36555 -1.50957
H 5.70309 -7.37856 0.30513
H 3.45650 -4.80627 1.19308
H 4.86486 -5.94044 1.76559
H 4.90134 -4.29299 -1.03828
H 6.42122 -5.12286 -0.19330
H 4.57534 -2.68680 1.04283
H 5.95955 -3.56893 2.00076
H 7.78387 -2.22587 0.92967
H 6.97969 -2.45166 -0.77603
H 6.80606 0.04514 1.33230
H 5.11454 -0.57355 0.64898
H 7.57269 -0.09114 -1.38371
H 6.43300 1.36132 -1.00570
H 6.04570 -1.02464 -2.90553
H 4.77664 -1.40253 -1.56469
H 4.80182 1.56674 -2.81703
H 4.28315 0.12557 -3.91400
H 3.97756 1.28635 0.57309
H 5.53693 2.26913 0.96176
H 2.59158 3.50346 1.44872
H 3.37360 2.32293 2.69032
H 3.85320 4.67661 3.52459
H 4.20596 5.39712 1.81621
H 5.81003 3.84147 3.83028
H 6.25385 5.18083 2.92617
H 0.70138 3.78186 0.09724
H -0.82935 3.49674 -0.97379
H -2.29175 0.78264 0.00544
H -2.04500 -1.06051 -0.29130
H -2.54054 -0.54765 -2.98346
H -3.05479 1.23008 -2.29327
H -3.64466 -2.79721 -1.89148
H -5.94555 -3.98898 -0.80713
H -8.00189 -2.44399 0.28007
H -7.72883 0.41740 0.33727
H -5.41296 1.64093 -0.74564
H -0.79665 -2.99862 -0.97782
H 2.25702 -3.26292 -2.63266
H 3.60445 -2.18192 -3.38576
O -4.62177 -2.46917 6.11648
C -4.18563 -1.35166 6.39299
O -4.26205 -0.34749 5.49291
C -3.90961 1.02198 5.76259
C -2.41127 1.22868 5.65162
C -3.48577 -1.11198 7.69951
H -4.31294 1.34567 6.72643
H -4.41122 1.62728 4.99964
H -1.86297 0.62170 6.37683
H -2.15351 2.27853 5.81634
H -2.05749 0.92794 4.66030
H -2.46787 -1.50657 7.63554
H -4.03309 -1.63945 8.48633
H -3.45129 -0.06700 7.99744
O -8.86502 0.86820 -2.66084
C -8.53301 2.02447 -2.92212
O -8.90831 3.04091 -2.11568
C -8.46198 4.40260 -2.25338
C -9.26756 5.13349 -3.31022
C -7.78113 2.33127 -4.18498
H -7.38446 4.44287 -2.43714
H -8.62724 4.88276 -1.28268
H -9.15724 4.67280 -4.29540
H -8.95249 6.17820 -3.38136
H -10.33430 5.10055 -3.06673
H -8.48114 2.32970 -5.02517
H -7.02758 1.55268 -4.33609
H -7.24500 3.27676 -4.16175
*
```

- Lowest unoccupied orbital energy: -5.33 eV

***

6.
Computed, not measured: C6H4Cl2 in the gas phase, with ωB97M-V/def2-TZVPD.

Structure (ORCA input):
```
! wB97M-V def2-TZVPD RIJCOSX def2/J DEFGRID3
* xyz 0 1
C 0.68396 1.24816 -0.00219
C -0.68500 1.24652 0.00129
C 0.68365 -1.24529 -0.00375
C -0.68563 -1.24811 0.00282
C 1.25875 0.00087 -0.00433
C -1.26001 -0.00093 -0.00013
Cl 3.01936 -0.00040 -0.00710
Cl -3.01469 0.00039 -0.00846
H 1.28435 2.14274 0.00655
H -1.28399 2.14039 0.00440
H 1.28294 -2.14184 0.00516
H -1.28371 -2.14250 0.00572
*
```

- Energy above the lowest of the compared OMol25 structures with the same formula, charge and spin: 0.270 eV
- Structure (SMILES): Clc1ccc(Cl)cc1
- Lowest unoccupied orbital energy: 0.89 eV

***

7.
Computed, not measured: C3H2O3 in the gas phase, with ωB97M-V/def2-TZVPD.

Structure (ORCA input):
```
! wB97M-V def2-TZVPD RIJCOSX def2/J DEFGRID3
* xyz 0 1
O -1.54098 -0.41806 1.24907
C -0.94959 0.51814 0.77967
C -0.01168 0.37007 -0.41672
O -0.02378 1.19073 -1.30333
C 0.95601 -0.81094 -0.46983
O 1.24049 -1.44951 0.50882
H -1.08950 1.56315 1.11670
H 1.41903 -0.96358 -1.46438
*
```

- Energy above the lowest of the compared OMol25 structures with the same formula, charge and spin: 1.524 eV
- Structure (SMILES): O=CC(=O)C=O
- Lowest unoccupied orbital energy: -1.35 eV

***

8.
Computed, not measured: a molecular structure, C20H53N4O4P2RhSSb, with ωB97M-V/def2-TZVPD.

Structure (ORCA input):
```
! wB97M-V def2-TZVPD RIJCOSX def2/J DEFGRID3
* xyz 3 1
Rh 0.09651 0.18888 -0.07015
C 1.54627 0.48099 -2.36639
N 2.27130 1.59905 -1.91602
C 2.10931 2.85868 -2.65659
P 2.92498 1.47024 -0.39932
O 2.28494 0.29700 0.28595
O 2.40510 2.86323 0.30790
P 0.89539 3.02289 0.85924
O -0.01261 2.27387 -0.10070
N 0.86203 2.23695 2.29948
C 2.02546 2.14091 3.19710
C -0.16576 1.27269 2.44261
N 0.53046 4.57196 0.98338
C 0.28511 5.37400 -0.22373
C 0.68572 5.34718 2.22572
N 4.51937 1.45306 -0.37906
C 5.32911 2.25780 -1.30625
C 5.28460 0.70954 0.63329
H 1.22837 0.60365 -3.40159
H 0.47193 0.41974 -1.84482
H 2.01970 -0.47726 -2.20358
H 1.04864 3.05607 -2.82437
H 2.62317 2.80353 -3.61511
H 2.52467 3.68486 -2.08452
H 2.75389 2.90579 2.93789
H 2.49670 1.16088 3.10438
H 1.70998 2.30662 4.22567
H -1.16579 1.63730 2.23672
H -0.12764 0.79822 3.42432
H 0.03168 0.30857 1.79003
H 0.22260 4.73310 -1.10153
H 1.08838 6.09754 -0.36532
H -0.65981 5.90296 -0.10920
H 0.68346 4.68739 3.08999
H -0.16096 6.02597 2.31367
H 1.61017 5.92438 2.20619
H 4.70732 2.70766 -2.07822
H 6.05988 1.61253 -1.79195
H 5.84419 3.04907 -0.76250
H 4.61258 0.22417 1.33640
H 5.93466 1.39548 1.17568
H 5.89221 -0.04587 0.13639
C -3.29585 -1.68452 1.68081
C -3.57348 -0.29071 1.14044
Sb -2.44060 0.20359 -0.59806
C -2.86076 -1.28264 -2.06261
C -4.36146 -1.44184 -2.29524
C -3.12010 2.10243 -1.28499
C -4.58125 2.34122 -0.91115
H -3.98001 -1.91220 2.49780
H -2.27903 -1.76908 2.07513
H -3.43957 -2.44890 0.91604
H -3.42284 0.48481 1.89214
H -4.60904 -0.18920 0.80488
H -2.39034 -2.20323 -1.71495
H -2.34265 -0.98039 -2.97415
H -4.89224 -1.72390 -1.38473
H -4.53699 -2.22792 -3.02934
H -4.81146 -0.52887 -2.68652
H -2.97245 2.09290 -2.36612
H -2.45402 2.85321 -0.86361
H -5.24526 1.57316 -1.30890
H -4.90737 3.29435 -1.32757
H -4.72286 2.39364 0.16853
C -0.56738 -4.87664 -1.38993
C -0.38082 -5.25855 0.07014
C -0.64448 -4.13024 1.05453
S 0.40002 -2.64925 1.12708
O 0.05547 -1.83821 -0.16518
C 2.13042 -3.17108 1.06830
C 2.77199 -3.86099 -0.13294
C 2.94914 -2.97815 -1.35676
H -0.41684 -5.74137 -2.03405
H 0.12754 -4.09946 -1.70436
H -1.58060 -4.50962 -1.56734
H 0.59718 -5.69798 0.25842
H -1.09435 -6.04025 0.34228
H -0.62896 -4.48093 2.09037
H -1.62881 -3.68554 0.89234
H 2.18320 -3.80126 1.96481
H 2.66189 -2.24865 1.31387
H 2.25679 -4.77759 -0.39474
H 3.75460 -4.17480 0.22886
H 1.98331 -2.69807 -1.77328
H 3.50344 -3.51250 -2.12724
H 3.50940 -2.07224 -1.10791
*
```

- Lowest unoccupied orbital energy (alpha / beta): -11.02 / -11.02 eV

***

9.
Computed, not measured: 2 unconnected molecules or ions with the total composition C2H5BrN2O, with ωB97M-V/def2-TZVPD.

Structure (ORCA input):
```
! wB97M-V def2-TZVPD RIJCOSX def2/J DEFGRID3
* xyz 0 1
C 1.85483 0.61468 0.72930
C -2.19801 -0.51152 -1.07534
N 0.34862 0.08366 -0.94796
N 0.68604 -0.10654 0.19892
O 0.12795 -0.84153 1.04927
Br -2.77333 -0.15053 0.58963
H 1.58815 1.39407 1.42131
H 2.61409 0.90664 -0.08959
H 2.19891 -0.22095 1.30495
H -2.47499 -1.45931 -1.45943
H -1.97227 0.29133 -1.72106
*
```

- Energy above the lowest of the compared OMol25 structures with the same formula, charge and spin: 5.684 eV
- Lowest unoccupied orbital energy (alpha / beta): 0.06 / -0.91 eV

***

Number 1: E_tot -11552.6852 eV, strongest force on any atom 1.9 eV/Å. Number 2: E_tot -10438.1067 eV, strongest force on any atom 3.1 eV/Å. Number 3: E_tot -54766.1404 eV, strongest force on any atom 1.0 eV/Å. Number 4: E_tot -48199.1368 eV, strongest force on any atom 2.4 eV/Å. Number 5: E_tot -88844.2873 eV, strongest force on any atom 9.2 eV/Å. Number 6: E_tot -31331.6140 eV, strongest force on any atom 2.9 eV/Å. Number 7: E_tot -9284.0021 eV, strongest force on any atom 0.6 eV/Å. Number 8: E_tot -74686.6973 eV, strongest force on any atom 0.7 eV/Å. Number 9: E_tot -77218.8810 eV, strongest force on any atom 2.4 eV/Å.